Here is one molecule with the formula C2H6N4 from the OMol25 dataset. Energies are from the ωB97M-V functional and the def2-TZVPD basis.

Geometry as ORCA input:
```
! RIJCOSX wB97M-V def2-TZVPD def2/J DEFGRID3
* xyz 0 1
C 1.322 -1.665 -0.956
N 0.709 -0.589 -0.575
N -0.222 -0.653 0.543
C -1.319 0.516 0.492
N -1.250 1.729 0.543
N 0.058 2.093 0.809
H 0.857 -2.605 -0.741
H 2.078 -1.755 -1.723
H -0.827 -1.427 0.304
H -2.416 0.050 0.357
H 0.800 1.310 0.365
H 0.210 2.995 0.582
*
```

As for the SMILES: C=NN/C=N\N. For the HOMO-LUMO gap, the calculation gives 9.73 eV.

=====

Here is C2H6N4O as an isolated structure from the OMol25 dataset. Energies are from the ωB97M-V functional and the def2-TZVPD basis.

Geometry as ORCA input:
```
! RIJCOSX wB97M-V def2-TZVPD def2/J DEFGRID3
* xyz 0 1
C 0.134 -0.797 -1.343
C 0.340 1.340 1.405
H -1.816 -0.313 -2.138
H -0.742 -1.562 -3.286
H 1.630 -0.415 -0.088
H -0.018 -0.801 1.616
H 0.113 2.052 0.508
H 0.049 0.913 3.149
N -0.752 -1.166 -2.226
N 1.207 -1.214 -0.909
N 0.220 0.039 0.898
N 0.234 1.744 2.611
O -0.599 0.178 -0.195
*
```

For the HOMO-LUMO gap, the calculation gives 9.53 eV.